An isolated ion of composition C5H11BrN and charge +1 in a non-equilibrium geometry, computed with ωB97M-V with the def2-TZVPD basis set.

The geometry in ORCA input format:
```
! wB97M-V def2-TZVPD RIJCOSX def2/J DEFGRID3
* xyz 1 1
C -2.143 0.659 -0.800
C -1.120 -0.406 -0.515
C 0.227 -0.558 1.539
C 0.563 1.332 0.066
C 1.135 -0.864 -0.756
N 0.205 -0.091 0.119
Br -1.487 -2.253 -0.394
H -3.020 0.376 -1.389
H -1.819 1.605 -0.885
H 1.131 -0.121 2.064
H -0.611 -0.081 2.143
H 0.364 -1.679 1.555
H -0.046 2.038 0.712
H 1.606 1.603 0.539
H 0.843 1.803 -0.932
H 0.903 -0.835 -1.836
H 2.194 -0.522 -0.634
H 1.075 -2.006 -0.596
*
```

Results
SMILES = C=C(Br)[N+](C)(C)C
Frontier orbital gap = 9.80 eV
Relative energy (zero: lowest compared OMol25 entry of this formula, charge and spin) = 337.9 kJ/mol

C41H32BrCdF9N2O2PSTe as an isolated structure, computed with ωB97M-V with the def2-TZVPD basis set.

The geometry in ORCA input format:
```
! wB97M-V def2-TZVPD RIJCOSX def2/J DEFGRID3
* xyz 1 1
Cd -0.840 -0.848 0.008
F 7.152 -1.529 -4.200
C 6.276 -0.513 -4.172
F 5.823 -0.331 -5.419
F 6.958 0.591 -3.826
C 5.156 -0.789 -3.197
C 3.836 -0.670 -3.584
C 2.828 -0.915 -2.655
C 3.151 -1.273 -1.355
C 4.488 -1.392 -0.971
C 5.486 -1.151 -1.891
P 1.812 -1.510 -0.161
C 2.196 -0.255 1.126
C 2.828 -0.530 2.339
C 3.047 0.480 3.260
C 2.650 1.782 2.972
C 2.065 2.077 1.753
C 1.838 1.060 0.836
C 2.844 2.845 4.024
F 4.130 2.948 4.388
F 2.438 4.052 3.610
F 2.144 2.545 5.136
C 2.150 -3.124 0.609
C 2.718 -4.114 -0.191
C 2.882 -5.404 0.292
C 2.473 -5.713 1.578
C 1.889 -4.740 2.377
C 1.721 -3.458 1.891
C 2.650 -7.106 2.133
F 3.188 -7.943 1.237
F 1.475 -7.626 2.520
F 3.451 -7.098 3.212
H 3.588 -0.398 -4.599
H 1.792 -0.833 -2.957
H 4.749 -1.677 0.040
H 6.524 -1.246 -1.604
H 3.171 -1.531 2.565
H 3.537 0.257 4.198
H 1.785 3.094 1.516
H 1.371 1.299 -0.112
H 3.051 -3.887 -1.194
H 3.330 -6.163 -0.332
H 1.568 -4.985 3.381
H 1.246 -2.714 2.513
Br -8.633 -0.267 0.874
C -7.226 -0.878 -0.215
C -7.508 -1.400 -1.472
N -6.568 -1.831 -2.307
C -5.306 -1.758 -1.894
C -4.934 -1.245 -0.657
C -5.917 -0.788 0.208
C -3.493 -1.099 -0.328
O -3.144 -0.227 0.505
O -2.649 -1.814 -0.953
H -8.534 -1.465 -1.814
H -4.541 -2.111 -2.571
H -5.654 -0.359 1.165
C -0.197 -1.686 4.396
Te -1.545 -1.075 2.886
C -1.268 0.991 3.259
H -0.508 -1.167 5.298
H 0.830 -1.429 4.159
H -0.305 -2.757 4.540
H -0.245 1.125 3.601
H -1.977 1.313 4.015
H -1.420 1.548 2.338
N -0.845 1.022 -1.269
S -1.426 2.354 -0.590
C -0.806 3.733 -1.539
C -1.285 5.005 -1.242
C -0.761 6.092 -1.917
C 0.233 5.909 -2.873
C 0.705 4.639 -3.151
C 0.192 3.536 -2.475
C -3.164 2.491 -0.903
C -4.014 2.665 0.175
C -5.385 2.693 -0.050
C -5.879 2.524 -1.333
C -5.013 2.349 -2.408
C -3.646 2.340 -2.198
H -1.255 0.885 -2.193
H -2.069 5.147 -0.510
H -1.129 7.085 -1.702
H 0.640 6.761 -3.397
H 1.477 4.497 -3.895
H 0.562 2.540 -2.674
H -3.619 2.751 1.177
H -6.063 2.825 0.781
H -6.947 2.528 -1.500
H -5.405 2.224 -3.408
H -2.969 2.222 -3.034
*
```

Results
Frontier orbital gap = 8.61 eV

C26H27Br2CaN5O3 as an isolated structure, computed with ωB97M-V with the def2-TZVPD basis set.

The geometry in ORCA input format:
```
! wB97M-V def2-TZVPD RIJCOSX def2/J DEFGRID3
* xyz 2 1
Ca -0.192 0.125 -0.039
C -2.509 2.867 -2.457
C -2.712 1.933 -3.464
C -3.058 0.625 -3.152
C -3.206 0.250 -1.824
C -3.011 1.186 -0.814
C -2.661 2.496 -1.127
H -2.270 3.892 -2.709
H -2.625 2.234 -4.500
H -3.238 -0.092 -3.941
H -3.509 -0.759 -1.576
H -3.190 0.896 0.218
H -2.545 3.231 -0.340
Br 3.058 0.010 6.136
C 1.967 0.029 4.632
C 1.388 -1.142 4.166
C 0.610 -1.068 3.026
N 0.369 0.065 2.359
C 0.919 1.192 2.837
C 1.737 1.219 3.955
C 0.686 2.459 2.064
C 0.679 3.680 2.715
C 0.549 4.833 1.952
Br 0.535 6.496 2.778
C 0.435 4.734 0.574
C 0.413 3.468 0.020
N 0.523 2.342 0.733
H 1.545 -2.086 4.664
H 0.161 -1.963 2.615
H 2.201 2.136 4.283
H 0.761 3.733 3.790
H 0.352 5.609 -0.052
H 0.293 3.344 -1.049
C 0.865 0.506 -4.445
C 0.719 -0.304 -3.197
O 0.134 0.155 -2.204
N 1.259 -1.522 -3.150
C 1.269 -2.360 -1.955
C 2.339 -1.960 -0.962
C 3.503 -2.699 -0.859
C 4.512 -2.260 -0.016
C 4.321 -1.085 0.690
C 3.114 -0.424 0.549
N 2.123 -0.841 -0.244
H 0.093 1.270 -4.449
H 0.792 -0.108 -5.340
H 1.842 0.990 -4.439
H 1.754 -1.846 -3.968
H 1.453 -3.381 -2.291
H 0.267 -2.371 -1.514
H 3.615 -3.603 -1.443
H 5.435 -2.816 0.080
H 5.085 -0.688 1.341
H 2.927 0.488 1.106
N -4.154 -3.998 1.335
C -2.792 -3.810 0.856
C -2.432 -2.338 0.811
O -3.352 -1.506 1.216
O -1.343 -1.928 0.430
H -4.209 -4.603 2.143
H -4.778 -4.355 0.624
H -4.136 -2.078 1.457
H -2.620 -4.214 -0.145
H -2.057 -4.287 1.510
*
```

Results
Frontier orbital gap = 8.98 eV
Relative energy (zero: lowest compared OMol25 entry of this formula, charge and spin) = 31.0 kJ/mol

A 2-piece molecular cluster, C2H11N3O overall in a non-equilibrium geometry, computed with ωB97M-V with the def2-TZVPD basis set.

The geometry in ORCA input format:
```
! wB97M-V def2-TZVPD RIJCOSX def2/J DEFGRID3
* xyz 0 1
N -1.755 0.045 0.968
C -1.458 1.446 0.591
N -0.277 2.010 1.356
H -2.787 -0.227 0.775
H -1.199 -0.504 0.358
H -2.378 2.135 0.801
H -1.375 1.449 -0.512
H 0.528 1.296 1.146
H -0.459 2.124 2.320
N 0.192 -1.154 -0.961
C 1.665 -1.439 -0.647
O 2.589 -0.573 -1.578
H -0.327 -2.034 -1.164
H 0.138 -0.772 -1.952
H 1.929 -2.485 -1.007
H 1.901 -1.334 0.504
H 3.073 0.016 -0.998
*
```

Results
SMILES = NCN.NCO
Frontier orbital gap = 9.67 eV
Relative energy (zero: lowest compared OMol25 entry of this formula, charge and spin) = 146.4 kJ/mol

C4H10NiO2 as an isolated structure in a non-equilibrium geometry, computed with ωB97M-V with the def2-TZVPD basis set.

The geometry in ORCA input format:
```
! wB97M-V def2-TZVPD RIJCOSX def2/J DEFGRID3
* xyz 0 3
O 1.646 1.582 1.011
C 1.522 0.338 1.127
C 0.043 0.195 1.095
O -0.550 0.967 0.106
C -1.946 0.824 -0.063
Ni 0.837 2.510 -0.848
H 2.068 -0.199 1.921
H 1.422 -0.806 -0.593
H -0.420 0.261 2.093
H -0.058 -0.955 0.541
H -2.216 1.418 -0.945
H -2.188 -0.232 -0.256
H -2.440 1.258 0.819
C 0.697 -1.621 -1.275
H -0.206 -2.168 -0.973
H 0.384 -0.999 -2.123
H 1.406 -2.373 -1.640
*
```

Results
Expectation value of S² = 2.01
Frontier orbital gap (spin up / spin down) = 4.18 / 7.22 eV
Relative energy (zero: lowest compared OMol25 entry of this formula, charge and spin) = 241.1 kJ/mol

An isolated molecule of C6H12O, computed with ωB97M-V with the def2-TZVPD basis set.

The geometry in ORCA input format:
```
! wB97M-V def2-TZVPD RIJCOSX def2/J DEFGRID3
* xyz 0 1
C 1.866 0.730 0.717
C 1.001 -0.396 0.216
C 1.487 -1.233 -0.824
O -0.054 -0.770 0.989
C -0.785 0.078 0.028
C -1.424 1.269 0.688
C -1.692 -0.797 -0.796
H 2.419 0.339 1.579
H 1.277 1.585 1.046
H 2.585 1.047 -0.042
H 0.460 -0.163 -0.966
H 1.057 -2.217 -0.955
H 2.425 -0.986 -1.304
H -1.892 1.916 -0.062
H -2.205 0.947 1.394
H -0.706 1.870 1.253
H -2.331 -1.414 -0.151
H -1.115 -1.481 -1.434
H -2.332 -0.188 -1.444
*
```

Results
Frontier orbital gap = 7.99 eV
Relative energy (zero: lowest compared OMol25 entry of this formula, charge and spin) = 490.6 kJ/mol